1.
H2Se | the ωB97M-V functional and the def2-TZVPD basis

Element x y z (Å)
Se 0.375 -0.776 0.613
H -1.091 0.243 -1.583
H 0.716 0.533 0.970

Force components x, y, z for each atom (eV/Å):
-1.66 -0.81 -2.29
1.26 -0.84 1.88
0.40 1.66 0.40

## Properties
Molecular weight ... 80.976 g/mol
Orbital gap (spin up / spin down) ... 0.2331 / 0.2334 Ha

The molecule's Löwdin atomic charges, reported in e, are given here: number 1, Se, carries 0.27; number 2, H, carries 0.10; number 3, H, carries -0.38

2.
H30NeO15 | the ωB97M-V functional and the def2-TZVPD basis

Element x y z (Å)
Ne 0.332 -0.045 0.041
O -3.029 -1.632 0.289
H -2.828 -1.615 1.224
H -2.411 -2.263 -0.078
O -1.121 -0.320 -3.612
H -0.725 -1.111 -3.247
H -1.665 -0.635 -4.334
O 2.527 1.096 2.626
H 2.215 1.832 2.101
H 3.481 1.150 2.574
O 0.023 0.132 3.521
H 0.977 0.081 3.583
H -0.145 0.973 3.097
O 1.302 3.035 -0.019
H 1.367 3.987 -0.093
H 1.257 2.727 -0.925
O -0.923 -3.221 -0.375
H -1.197 -4.137 -0.323
H -0.269 -3.127 0.317
O 2.767 -2.334 -2.733
H 1.824 -2.188 -2.659
H 3.110 -2.138 -1.861
O 3.448 -0.594 -0.508
H 2.839 -0.289 0.164
H 3.994 0.168 -0.702
O -2.534 2.838 0.976
H -2.702 3.687 0.567
H -2.488 2.223 0.243
O -2.498 -1.240 3.022
H -1.639 -0.864 3.213
H -3.118 -0.542 3.235
O -2.220 1.566 -1.743
H -2.991 1.054 -1.498
H -1.617 0.926 -2.120
O 1.498 2.592 -2.659
H 2.430 2.687 -2.857
H 1.162 2.027 -3.355
O 0.579 -2.418 1.896
H 1.510 -2.624 1.976
H 0.506 -1.515 2.205
O -0.288 2.920 2.748
H -0.603 2.816 1.851
H -0.785 3.662 3.093
O -0.127 -2.909 -3.040
H -0.692 -3.390 -3.644
H -0.536 -3.025 -2.183

Cartesian forces (eV/Å) of the 6 atoms listed first:
-0.03 0.03 -0.02
-0.71 0.39 -0.66
0.12 0.12 0.68
0.28 -0.08 -0.05
-0.03 0.74 0.02
0.38 -0.69 0.07

## Properties
Molecular weight ... 290.405 g/mol
Orbital gap ... 0.3721 Ha

The molecule's Löwdin atomic charges, reported in e, are given here: number 1, Ne, carries 0.05; number 2, O, carries -0.08; number 3, H, carries -0.03; number 4, H, carries -0.03; number 5, O, carries -0.04; number 6, H, carries -0.01; number 7, H, carries 0.05; number 8, O, carries -0.04; number 9, H, carries 0.02; number 10, H, carries 0.05; number 11, O, carries -0.05; number 12, H, carries 0.02; number 13, H, carries 0.01; number 14, O, carries -0.06; number 15, H, carries 0.04; number 16, H, carries -0.03; number 17, O, carries -0.04; number 18, H, carries 0.08; number 19, H, carries 0.02; number 20, O, carries -0.06; number 21, H, carries -0.02; number 22, H, carries -0.01; number 23, O, carries -0.04; number 24, H, carries 0.01; number 25, H, carries 0.05; number 26, O, carries -0.04; number 27, H, carries 0.05; number 28, H, carries 0.00; number 29, O, carries -0.04; number 30, H, carries 0.00; number 31, H, carries 0.06; number 32, O, carries -0.05; number 33, H, carries 0.04; number 34, H, carries -0.01; number 35, O, carries -0.03; number 36, H, carries 0.06; number 37, H, carries 0.06; number 38, O, carries -0.03; number 39, H, carries 0.06; number 40, H, carries 0.00; number 41, O, carries -0.05; number 42, H, carries 0.00; number 43, H, carries 0.05; number 44, O, carries -0.04; number 45, H, carries 0.06; number 46, H, carries 0.00

3.
H30O15 | the ωB97M-V functional and the def2-TZVPD basis

Element x y z (Å)
O -42.919 -37.613 13.484
H -43.798 -37.836 13.323
H -42.960 -36.642 13.739
O -38.352 -36.447 11.129
H -38.878 -36.246 11.722
H -37.784 -35.789 10.830
O -41.244 -34.317 11.335
H -42.182 -34.498 11.124
H -40.975 -35.009 11.847
O -41.385 -38.358 15.637
H -41.842 -38.215 14.865
H -40.438 -38.277 15.411
O -39.486 -36.815 9.217
H -39.306 -36.818 10.190
H -39.194 -37.664 8.973
O -39.888 -36.301 12.867
H -39.689 -36.536 13.803
H -40.361 -37.117 12.651
O -37.678 -38.481 12.958
H -37.862 -37.692 12.414
H -37.568 -39.255 12.483
O -42.579 -39.671 11.719
H -43.350 -39.662 12.316
H -42.177 -38.711 11.808
O -38.502 -36.378 15.328
H -38.144 -35.632 14.905
H -39.421 -36.020 15.392
O -42.234 -37.197 10.163
H -42.558 -37.579 9.362
H -41.493 -36.712 10.099
O -39.630 -38.380 14.449
H -40.104 -39.198 14.224
H -38.926 -38.286 13.898
O -39.105 -32.951 12.258
H -38.619 -33.625 12.754
H -39.858 -33.279 11.698
O -43.089 -35.295 14.574
H -43.599 -34.608 15.228
H -42.099 -35.277 14.687
O -40.950 -38.116 11.548
H -41.543 -37.765 10.970
H -40.389 -38.715 11.067
O -40.585 -34.692 15.583
H -41.072 -34.607 16.329
H -40.509 -33.807 15.179

Cartesian forces (eV/Å) of the 6 atoms listed first:
2.14 1.90 0.20
-2.34 -0.60 -0.35
-0.39 -1.52 -0.15
9.04 -5.05 -7.19
-7.73 4.02 9.74
1.22 1.90 -0.76

## Properties
Molecular weight ... 270.225 g/mol
Orbital gap ... 0.3416 Ha

The molecule's Löwdin atomic charges, reported in e, are given here: number 1, O, carries -0.05; number 2, H, carries 0.03; number 3, H, carries 0.02; number 4, O, carries 0.09; number 5, H, carries -0.15; number 6, H, carries 0.10; number 7, O, carries -0.01; number 8, H, carries 0.09; number 9, H, carries -0.05; number 10, O, carries -0.07; number 11, H, carries -0.07; number 12, H, carries -0.10; number 13, O, carries -0.06; number 14, H, carries -0.05; number 15, H, carries 0.02; number 16, O, carries -0.07; number 17, H, carries 0.04; number 18, H, carries 0.02; number 19, O, carries 0.02; number 20, H, carries 0.04; number 21, H, carries 0.04; number 22, O, carries -0.13; number 23, H, carries 0.02; number 24, H, carries -0.02; number 25, O, carries -0.03; number 26, H, carries 0.02; number 27, H, carries 0.02; number 28, O, carries 0.13; number 29, H, carries 0.12; number 30, H, carries 0.00; number 31, O, carries -0.04; number 32, H, carries 0.13; number 33, H, carries -0.06; number 34, O, carries -0.09; number 35, H, carries 0.02; number 36, H, carries 0.01; number 37, O, carries -0.12; number 38, H, carries 0.16; number 39, H, carries 0.03; number 40, O, carries -0.03; number 41, H, carries -0.21; number 42, H, carries 0.11; number 43, O, carries 0.01; number 44, H, carries 0.02; number 45, H, carries 0.11

4.
H30O15 | the ωB97M-V functional and the def2-TZVPD basis

Element x y z (Å)
H -0.814 0.557 0.651
H 0.053 0.976 -0.663
H -0.269 -2.441 2.195
H 0.269 -3.928 2.461
H -2.207 0.831 1.673
H -3.731 0.844 1.270
H 1.699 0.005 -2.961
H 0.738 1.068 -2.985
H -3.330 1.458 -2.010
H -4.458 2.391 -1.612
H 3.708 -1.249 0.616
H 3.810 0.099 0.150
H 2.908 3.139 1.895
H 1.620 3.723 1.101
H -3.014 -1.820 3.571
H -4.177 -2.771 3.021
H 2.482 -0.805 -0.684
H 3.192 -0.867 -1.936
H -2.895 -1.404 -2.052
H -2.636 0.043 -1.557
H 0.993 -1.126 -1.446
H 0.913 -1.803 -0.078
H 4.225 0.935 -1.904
H 4.221 2.492 -2.120
H -1.778 -1.492 0.237
H -1.706 -2.466 -0.896
H -1.306 2.663 -0.039
H -1.842 1.871 -1.143
H 1.664 0.870 2.526
H 1.119 -0.212 3.479
O 0.014 0.917 0.339
O 0.208 -3.228 1.808
O -2.917 0.373 1.144
O 1.101 0.384 -3.545
O -3.788 1.917 -1.282
O 3.751 -0.374 1.048
O 2.469 3.178 1.044
O -3.330 -2.254 2.819
O 3.224 -1.272 -1.122
O -2.780 -0.562 -2.343
O 0.780 -2.030 -0.995
O 3.641 1.669 -1.930
O -1.267 -2.233 -0.165
O -1.585 1.796 -0.205
O 1.024 0.137 2.624

Cartesian forces (eV/Å) of the 6 atoms listed first:
0.76 -0.47 -0.86
-0.56 -0.55 2.72
0.71 -1.64 -0.49
-0.16 0.24 0.31
-1.69 -0.47 -0.66
-0.37 0.49 0.06

## Properties
Molecular weight ... 270.225 g/mol
Orbital gap ... 0.3069 Ha

The molecule's Löwdin atomic charges, reported in e, are given here: number 1, H, carries 0.00; number 2, H, carries 0.08; number 3, H, carries 0.05; number 4, H, carries 0.03; number 5, H, carries 0.08; number 6, H, carries 0.04; number 7, H, carries -0.05; number 8, H, carries 0.03; number 9, H, carries 0.04; number 10, H, carries -0.01; number 11, H, carries 0.03; number 12, H, carries 0.04; number 13, H, carries 0.02; number 14, H, carries 0.07; number 15, H, carries -0.01; number 16, H, carries 0.08; number 17, H, carries 0.04; number 18, H, carries -0.01; number 19, H, carries -0.02; number 20, H, carries 0.04; number 21, H, carries 0.05; number 22, H, carries 0.01; number 23, H, carries 0.00; number 24, H, carries 0.11; number 25, H, carries 0.04; number 26, H, carries -0.04; number 27, H, carries 0.06; number 28, H, carries 0.06; number 29, H, carries 0.04; number 30, H, carries 0.00; number 31, O, carries -0.11; number 32, O, carries -0.07; number 33, O, carries -0.06; number 34, O, carries 0.00; number 35, O, carries 0.00; number 36, O, carries -0.11; number 37, O, carries -0.08; number 38, O, carries -0.06; number 39, O, carries -0.05; number 40, O, carries -0.01; number 41, O, carries -0.08; number 42, O, carries -0.06; number 43, O, carries -0.03; number 44, O, carries -0.14; number 45, O, carries -0.05

5.
H30O15 | the ωB97M-V functional and the def2-TZVPD basis

Element x y z (Å)
O -2.703 2.918 0.888
H -3.107 2.968 1.924
H -1.860 3.376 0.989
O 2.324 3.297 1.684
H 2.522 3.282 2.722
H 1.796 2.559 1.552
O -3.085 -3.667 -0.847
H -2.611 -3.346 -1.481
H -3.622 -2.961 -0.442
O 3.085 -0.099 0.201
H 3.563 -0.927 0.146
H 3.558 0.552 0.381
O 2.720 -0.933 -3.062
H 2.076 -1.608 -3.505
H 2.761 -0.033 -3.356
O 0.272 -3.148 -0.434
H 0.254 -4.162 -0.606
H -0.362 -2.818 0.101
O 2.608 2.367 -1.753
H 2.701 3.296 -1.212
H 2.944 2.402 -2.685
O -0.056 1.582 -2.166
H 0.710 1.218 -1.983
H -0.645 0.832 -1.908
O -0.121 -1.938 2.740
H -0.177 -2.535 3.330
H 0.554 -1.935 2.120
O -2.840 -1.848 2.844
H -2.863 -0.957 2.427
H -1.898 -1.684 2.995
O 0.952 1.050 -4.328
H 0.249 1.552 -3.966
H 1.570 1.715 -4.303
O -4.546 -0.832 0.238
H -4.831 -0.354 0.869
H -3.849 -1.413 0.597
O -2.066 -0.015 -0.585
H -2.922 -0.384 -0.522
H -2.139 0.898 -0.138
O 0.776 1.457 0.387
H 1.152 1.747 -0.379
H 1.181 0.644 0.573
O 2.341 -0.610 3.539
H 2.072 -1.531 3.184
H 1.560 0.026 3.228

Cartesian forces (eV/Å) of the 6 atoms listed first:
-1.77 0.05 4.46
1.72 -0.20 -4.44
0.12 -0.04 -0.09
2.68 2.58 4.24
-0.58 0.14 -3.58
-2.01 -2.52 -0.73

## Properties
Molecular weight ... 270.225 g/mol
Orbital gap ... 0.3759 Ha

The molecule's Löwdin atomic charges, reported in e, are given here: number 1, O, carries -0.13; number 2, H, carries 0.15; number 3, H, carries 0.02; number 4, O, carries -0.09; number 5, H, carries 0.12; number 6, H, carries -0.08; number 7, O, carries 0.03; number 8, H, carries -0.07; number 9, H, carries 0.03; number 10, O, carries 0.06; number 11, H, carries 0.08; number 12, H, carries -0.09; number 13, O, carries -0.10; number 14, H, carries 0.10; number 15, H, carries -0.02; number 16, O, carries -0.04; number 17, H, carries 0.11; number 18, H, carries -0.07; number 19, O, carries -0.11; number 20, H, carries 0.16; number 21, H, carries 0.06; number 22, O, carries -0.02; number 23, H, carries -0.08; number 24, H, carries 0.07; number 25, O, carries 0.07; number 26, H, carries -0.04; number 27, H, carries 0.02; number 28, O, carries -0.07; number 29, H, carries 0.04; number 30, H, carries -0.01; number 31, O, carries -0.02; number 32, H, carries 0.01; number 33, H, carries -0.02; number 34, O, carries 0.05; number 35, H, carries -0.05; number 36, H, carries 0.04; number 37, O, carries -0.07; number 38, H, carries -0.05; number 39, H, carries 0.07; number 40, O, carries 0.00; number 41, H, carries -0.05; number 42, H, carries 0.00; number 43, O, carries -0.14; number 44, H, carries 0.05; number 45, H, carries 0.09

In kcal per mole, the ΔE to the lowest compared entry with this formula, charge and spin values for the records above are, in order, 96.9, 3.9, 200.2, 229.1, 177.1.